Here is 2 unconnected molecules or ions with the total composition C4H12N2 at a distorted geometry from the Open Molecules 2025 dataset. Energies are from ωB97M-V/def2-TZVPD.

For the total energy, the calculation gives -7321.6705 eV. The structure (SMILES) is C=CNC.CN. The frontier orbital gap comes out at 9.0662 eV. Its largest force on an atom is 1.128 eV/A. As for the highest occupied orbital energy: -8.08 eV.

Each line ends with the Mulliken charge.
Element x y z (Å)
C: 1.31 -0.63 -1.45  -1.012
N: 0.78 0.46 -0.66  -0.308
C: 0.04 1.49 -1.18  0.122
C: -0.30 2.61 -0.53  -0.846
H: 1.36 0.73 0.14  0.304
H: -0.31 1.32 -2.20  0.231
H: 2.14 -0.30 -2.07  0.357
H: 0.53 -1.06 -2.09  0.315
H: 1.66 -1.43 -0.78  0.300
H: 0.00 2.79 0.49  0.247
H: -0.91 3.36 -1.02  0.238
C: -0.79 -1.88 1.77  -0.722
N: -0.95 -0.44 1.75  -0.595
H: -1.92 -0.21 1.52  0.242
H: -0.42 -0.06 0.96  0.319
H: 0.23 -2.14 2.06  0.253
H: -0.99 -2.30 0.78  0.243
H: -1.48 -2.33 2.49  0.314